(1)
Entry from OMol25: a cluster of 2 separate species, C5H13NS2 in total (wB97M-V/def2-TZVPD).

Computed properties:
HOMO-LUMO gap (alpha / beta): 6.623 / 2.806 eV
Multiplicity: 2
Energy above the lowest of the compared OMol25 structures with the same formula, charge and spin: 128.59 kJ/mol
Charge: +1

Cartesian coordinates (Å):
C  -1.379  2.628  -1.971
C  -1.986  1.445  -1.878
N  -1.944  0.637  -0.734
C  -2.298  -0.784  -0.831
H  -0.735  3.011  -1.182
H  -1.571  3.338  -2.760
H  -2.507  1.027  -2.735
H  -1.042  0.771  -0.294
H  -2.819  -1.083  0.074
H  -2.930  -0.922  -1.705
H  -1.374  -1.369  -0.930
C  -0.238  -0.786  2.463
S  1.361  -0.208  1.845
S  1.661  -1.216  0.079
C  1.570  0.181  -1.119
H  -1.020  -0.474  1.776
H  -0.267  -1.861  2.654
H  -0.311  -0.337  3.456
H  1.306  1.081  -0.572
H  2.495  0.272  -1.688
H  0.787  -0.077  -1.839


(2)
Entry from OMol25: a structure of composition C28H30IrN4OPS (wB97M-V/def2-TZVPD).

Computed properties:
HOMO-LUMO gap (alpha / beta): 5.856 / 5.848 eV
Energy above the lowest of the compared OMol25 structures with the same formula, charge and spin: 144.67 kJ/mol
Charge: +2

Cartesian coordinates (Å):
Ir  0.014  0.140  -1.568
N  2.245  0.141  -1.800
C  2.806  1.027  -2.841
C  2.459  2.491  -2.590
C  1.079  2.873  -3.120
N  -0.016  2.281  -2.327
H  2.681  0.396  -0.912
H  2.547  -0.812  -2.000
H  2.413  0.718  -3.811
H  3.894  0.910  -2.869
H  3.199  3.114  -3.091
H  2.520  2.704  -1.520
H  0.982  2.539  -4.156
H  0.993  3.964  -3.116
H  -0.870  2.346  -2.880
H  -0.161  2.870  -1.506
O  -2.329  0.248  -2.405
C  -1.966  0.218  -1.255
C  -2.681  0.221  -0.013
C  -4.080  0.101  0.002
C  -4.737  0.003  1.211
C  -4.027  0.027  2.406
C  -2.645  0.171  2.405
C  -1.966  0.283  1.202
P  -0.163  0.472  1.044
C  0.474  0.081  2.717
C  0.815  -1.225  3.059
C  1.294  -1.504  4.328
C  1.439  -0.486  5.259
C  1.070  0.809  4.929
C  0.595  1.100  3.664
C  0.157  2.264  0.946
C  1.499  2.648  0.989
C  1.853  3.970  0.807
C  0.869  4.923  0.583
C  -0.466  4.547  0.546
C  -0.829  3.220  0.721
H  -4.618  0.071  -0.934
H  -5.811  -0.101  1.227
H  -4.551  -0.072  3.344
H  -2.103  0.191  3.337
H  0.696  -2.020  2.337
H  1.562  -2.515  4.591
H  1.838  -0.699  6.238
H  1.155  1.601  5.658
H  0.309  2.112  3.422
H  2.253  1.899  1.198
H  2.893  4.261  0.833
H  1.144  5.957  0.442
H  -1.232  5.287  0.375
H  -1.869  2.931  0.705
N  -0.768  -6.996  -2.468
C  -0.068  -6.244  -1.601
S  0.879  -7.091  -0.435
C  -0.074  -4.831  -1.612
C  0.680  -4.101  -0.650
C  0.666  -2.741  -0.644
N  -0.045  -1.999  -1.526
C  -0.765  -2.673  -2.453
C  -0.808  -4.035  -2.537
H  -0.724  -8.002  -2.414
H  -1.355  -6.586  -3.174
H  1.263  -4.643  0.080
H  1.235  -2.186  0.091
H  -1.332  -2.074  -3.154
H  -1.406  -4.488  -3.311


(3)
Entry from OMol25: a cluster of 10 separate species, C19H50N3O12PS in total (wB97M-V/def2-TZVPD).

Computed properties:
HOMO-LUMO gap: 6.802 eV
SMILES: NCCCc1cc(CP(=O)(O)O)cc2nsnc12.CO.CO.CO.CO.CO.CO.CO.CO.CO

Cartesian coordinates (Å):
N  2.015  -3.882  0.679
C  3.044  -2.793  0.352
C  2.450  -1.636  -0.682
C  1.067  -0.930  -0.159
C  -0.309  -1.517  -0.871
C  -1.587  -1.809  0.114
C  -3.074  -2.361  -0.390
C  -4.218  -2.534  0.773
P  -5.862  -3.307  0.186
O  -5.654  -4.872  0.129
O  -7.039  -2.993  1.479
O  -6.542  -2.598  -1.253
C  -3.248  -2.676  -1.990
C  -1.949  -2.376  -3.000
N  -1.852  -2.561  -4.506
S  -0.247  -2.052  -5.023
N  0.596  -1.527  -3.584
C  -0.471  -1.783  -2.504
H  2.266  -4.198  1.664
H  2.206  -4.694  0.019
H  3.503  -2.330  1.338
H  3.903  -3.348  -0.260
H  3.270  -0.770  -0.736
H  2.377  -2.155  -1.733
H  1.036  0.243  -0.275
H  0.945  -1.133  1.009
H  -1.444  -1.600  1.279
H  -4.447  -1.459  1.220
H  -3.733  -3.180  1.644
H  -7.502  -2.137  1.175
H  -6.521  -3.289  -1.997
H  -4.256  -3.094  -2.412
C  -0.558  2.742  0.491
O  -0.051  1.738  1.350
H  -0.242  2.526  -0.533
H  -1.650  2.746  0.539
H  -0.166  3.715  0.794
H  -0.347  1.955  2.250
C  4.109  2.308  0.774
O  4.265  1.090  0.069
H  3.044  2.501  0.918
H  4.599  2.232  1.748
H  4.550  3.124  0.195
H  5.220  0.946  -0.044
C  1.013  1.133  -7.571
O  0.946  1.899  -6.382
H  1.025  1.809  -8.429
H  1.927  0.534  -7.568
H  0.138  0.481  -7.635
H  0.937  1.273  -5.638
C  -2.270  4.069  -3.104
O  -1.895  4.638  -1.863
H  -1.534  3.312  -3.385
H  -3.253  3.601  -3.009
H  -2.297  4.849  -3.869
H  -2.566  5.306  -1.640
C  -4.745  0.640  -3.557
O  -3.424  0.952  -3.960
H  -5.260  1.564  -3.281
H  -5.276  0.164  -4.385
H  -4.716  -0.030  -2.695
H  -2.993  0.114  -4.199
C  1.313  1.851  4.987
O  -0.076  1.780  5.252
H  1.546  1.203  4.139
H  1.586  2.880  4.743
H  1.869  1.513  5.865
H  -0.253  2.364  6.008
C  5.309  -1.367  3.353
O  5.465  -2.585  2.648
H  4.244  -1.174  3.497
H  5.799  -1.443  4.327
H  5.750  -0.551  2.774
H  6.420  -2.729  2.535
C  -5.867  1.024  2.679
O  -4.909  0.453  1.807
H  -6.352  0.226  3.246
H  -5.370  1.709  3.370
H  -6.619  1.560  2.094
H  -4.496  1.184  1.317
C  8.213  0.840  4.370
O  6.824  0.769  4.635
H  8.446  0.192  3.522
H  8.486  1.869  4.126
H  8.769  0.502  5.248
H  6.647  1.353  5.392


For reference, max |F| by record: 0.0264, 0.1037, 0.1399 Eh/bohr.